No. 1
94
Properties=species:S:1:pos:R:3:forces:R:3:lowdin_charge:R:1 method="wB97M-V/def2-TZVPD" homo_lumo_gap_ev=4.6 e_tot_ha=-2550.03240 mol_weight_g_mol=734.6 charge=0 lumo_ev=-1.55
C -2.435 -4.467 2.454 -0.26 0.12 0.37 -0.071
O -2.672 -3.298 3.256 0.18 0.01 -0.59 -0.081
C -1.975 -2.190 2.880 0.59 0.03 -0.20 -0.269
C -2.061 -1.046 3.716 -0.46 -0.93 -0.08 0.008
C -1.162 -0.032 3.554 0.26 -0.03 -0.27 -0.045
C -0.162 -0.089 2.548 -0.49 -0.65 -0.34 -0.247
C 0.912 0.835 2.610 -0.67 1.33 0.93 -0.036
C 1.657 1.081 1.385 0.82 -0.06 -0.72 -0.237
C 1.146 2.045 0.482 0.13 -0.63 0.66 -0.009
C 1.685 2.181 -0.779 0.39 -0.17 -0.23 0.002
C 2.809 1.416 -1.098 0.45 0.22 -0.12 -0.258
O 3.483 1.589 -2.299 -0.66 -0.01 -0.29 0.001
C 2.731 1.660 -3.480 0.23 -0.22 0.10 -0.255
C 3.096 2.666 -4.379 -0.08 -0.28 0.54 -0.015
C 2.474 2.717 -5.617 -0.16 -0.22 -0.36 -0.087
C 1.550 1.731 -5.990 0.00 -0.10 0.39 -0.093
C 1.196 0.722 -5.076 0.19 0.45 -0.03 -0.081
C 1.764 0.691 -3.802 0.53 0.52 -0.04 -0.010
C 3.393 0.539 -0.183 0.05 -0.08 -0.72 0.010
C 2.766 0.289 1.021 -0.65 0.63 0.30 -0.028
C -0.272 -1.105 1.538 -0.20 0.26 1.12 -0.005
C -1.129 -2.182 1.744 -0.40 0.46 0.46 -0.030
H -2.999 -5.264 2.950 0.12 0.19 -0.29 0.097
H -2.776 -4.311 1.420 -0.05 -0.15 0.34 0.096
H -1.366 -4.726 2.437 -0.21 0.09 0.09 0.091
H -2.810 -1.025 4.514 0.32 -0.09 -0.31 0.128
H -1.176 0.823 4.233 -0.05 -0.29 -0.30 0.108
H 0.792 1.661 3.322 -0.16 -0.10 -0.59 0.116
H 0.273 2.627 0.773 0.19 -0.09 -0.03 0.124
H 1.263 2.877 -1.501 0.13 -0.15 0.11 0.127
H 3.877 3.367 -4.068 -0.40 -0.20 -0.21 0.125
H 2.727 3.527 -6.306 -0.07 -0.34 0.14 0.106
H 1.108 1.736 -6.989 0.11 0.06 0.36 0.100
H 0.472 -0.043 -5.352 0.15 0.18 0.00 0.102
H 1.517 -0.081 -3.073 0.02 0.18 -0.22 0.120
H 4.327 0.045 -0.458 -0.37 0.01 -0.03 0.127
H 3.111 -0.509 1.684 -0.02 0.35 -0.06 0.113
H 0.355 -1.092 0.653 0.12 0.07 0.20 0.117
H -1.121 -3.024 1.053 -0.01 0.38 0.13 0.102
C 2.334 -4.044 6.626 -0.08 -0.30 0.06 0.004
C 3.251 -3.408 5.606 -0.33 -0.18 -0.65 -0.468
C 4.517 -4.253 5.402 0.03 -0.21 -0.02 0.003
C 2.600 -3.023 4.213 -0.44 -0.41 0.34 -0.433
C 2.571 -4.129 3.170 0.32 -0.20 -0.12 -0.001
C 1.176 -2.522 4.384 -0.51 0.38 0.15 0.003
O 3.454 -1.931 3.764 0.58 -0.54 0.68 0.107
B 4.101 -1.500 4.926 -1.14 -0.84 0.43 -0.657
C 5.581 -1.096 5.006 1.07 0.86 -0.31 -0.048
C 6.259 -1.311 6.222 0.15 -0.39 -0.62 0.061
C 7.637 -1.440 6.235 0.08 0.25 0.45 -0.088
C 8.333 -1.844 7.510 0.35 -0.14 0.80 -0.514
F 8.889 -3.093 7.418 -0.41 0.96 0.01 0.121
F 9.348 -0.990 7.836 -0.59 -0.59 -0.27 0.123
F 7.489 -1.871 8.583 0.61 -0.01 -0.81 0.117
C 8.396 -1.223 5.092 -0.30 -0.05 -0.17 0.071
C 7.728 -0.934 3.912 0.25 0.30 -0.25 -0.090
C 8.484 -0.690 2.634 0.43 0.22 -0.75 -0.521
F 8.195 0.541 2.115 0.17 -0.82 0.30 0.122
F 9.835 -0.742 2.787 -0.91 -0.04 -0.05 0.123
F 8.154 -1.601 1.665 0.24 0.64 0.70 0.121
C 6.339 -0.857 3.853 0.03 -0.50 0.67 0.061
C 2.580 0.572 4.756 -0.20 -1.36 -1.47 -0.110
C 3.715 1.385 4.256 0.33 0.68 -0.32 -0.074
C 2.147 0.539 6.112 -1.06 0.60 2.16 -0.219
C 0.762 0.602 6.471 0.70 0.00 -0.45 -0.034
C 0.336 0.520 7.794 0.06 -0.15 0.16 -0.095
C 1.244 0.334 8.838 0.24 -0.01 -0.13 -0.095
C 2.615 0.287 8.524 -0.41 0.13 0.01 -0.078
C 3.058 0.404 7.213 -0.24 0.46 -0.59 -0.030
O 3.623 -2.122 6.103 0.43 0.31 -1.04 0.082
H 1.799 -4.900 6.187 0.07 0.21 0.20 0.096
H 2.943 -4.408 7.464 -0.18 0.04 -0.16 0.096
H 1.627 -3.309 7.023 0.03 -0.17 -0.20 0.096
H 4.239 -5.287 5.169 0.08 0.14 -0.03 0.096
H 5.161 -3.873 4.594 -0.26 -0.09 0.22 0.100
H 5.113 -4.273 6.322 -0.17 0.08 -0.09 0.100
H 1.959 -4.966 3.538 0.19 0.20 -0.07 0.096
H 2.112 -3.765 2.241 0.08 0.01 0.23 0.092
H 3.571 -4.505 2.927 -0.18 0.08 0.06 0.088
H 0.503 -3.371 4.635 0.38 0.54 0.01 0.108
H 1.111 -1.738 5.176 -0.09 -0.66 -0.58 0.100
H 0.820 -2.115 3.413 0.33 -0.22 0.82 0.073
H 5.715 -1.507 7.133 -0.17 0.01 -0.08 0.130
H 9.474 -1.283 5.122 0.04 -0.06 -0.05 0.138
H 5.852 -0.711 2.897 -0.04 0.04 0.00 0.134
H 2.018 -0.084 4.041 1.04 0.47 0.74 0.074
H 4.088 1.029 3.283 -0.28 0.15 0.28 0.070
H 3.424 2.462 4.134 0.26 -0.63 0.08 0.105
H 4.586 1.359 4.936 -0.47 0.18 -0.04 0.087
H 0.039 0.776 5.666 0.33 -0.18 0.53 0.076
H -0.727 0.601 8.028 0.21 -0.03 -0.15 0.101
H 0.895 0.235 9.881 0.27 0.11 -0.72 0.104
H 3.339 0.180 9.331 -0.09 -0.05 -0.23 0.104
H 4.134 0.370 7.003 -0.44 0.02 0.13 0.105



No. 2
96
Properties=species:S:1:pos:R:3:forces:R:3:lowdin_charge:R:1 method="wB97M-V/def2-TZVPD" de_lowest_kj_mol=43.9 homo_lumo_gap_ev=6.8 e_tot_ha=-3208.61302 mol_weight_g_mol=965.8 charge=+1 lumo_ev=-3.29
Bi -0.072 0.007 0.064 -0.93 0.10 -0.18 1.972
O -1.774 -3.487 1.779 0.02 0.02 0.03 0.064
C -0.976 -2.657 1.382 -0.13 0.09 0.07 -0.480
N -1.051 -1.304 1.516 0.09 -0.05 0.19 -0.100
C -1.852 -0.662 2.493 0.06 -0.10 -0.06 -0.231
C -2.734 -1.321 3.346 -0.01 0.06 -0.03 -0.015
C -3.418 -0.611 4.320 0.00 0.00 -0.01 -0.076
C -3.226 0.752 4.452 0.00 0.00 0.01 -0.076
C -2.353 1.423 3.609 0.00 -0.02 -0.08 -0.008
C -1.662 0.728 2.616 0.03 0.03 -0.02 -0.213
N -0.725 1.305 1.719 0.19 -0.04 0.10 -0.083
C -0.412 2.628 1.730 -0.08 -0.02 0.04 -0.484
O -0.997 3.520 2.321 0.01 -0.04 0.00 0.067
C 0.784 3.025 0.893 0.04 -0.03 -0.02 -0.211
C 1.152 4.361 0.853 0.01 0.01 0.01 0.020
C 2.254 4.723 0.098 0.00 0.04 0.01 -0.021
C 2.947 3.744 -0.597 0.02 -0.01 -0.02 -0.035
C 2.505 2.436 -0.513 -0.05 0.01 0.01 -0.130
N 1.448 2.084 0.223 0.10 -0.12 0.03 -0.016
C 0.265 -3.144 0.679 0.04 -0.05 -0.02 -0.215
C 0.515 -4.503 0.596 0.01 -0.05 0.00 0.014
C 1.668 -4.928 -0.040 -0.03 -0.06 0.01 -0.014
C 2.529 -3.986 -0.580 0.04 0.03 -0.02 -0.031
C 2.204 -2.649 -0.455 -0.02 0.02 0.01 -0.134
N 1.099 -2.239 0.173 0.32 0.17 -0.08 -0.030
H -2.884 -2.381 3.241 0.01 -0.03 -0.01 0.100
H -4.103 -1.135 4.975 0.01 0.01 -0.01 0.108
H -3.757 1.310 5.212 0.01 -0.01 -0.01 0.107
H -2.211 2.483 3.717 0.01 0.04 0.00 0.098
H 0.569 5.074 1.417 0.00 0.00 0.00 0.127
H 2.571 5.757 0.055 -0.01 -0.02 0.00 0.120
H 3.818 3.979 -1.192 -0.02 0.00 0.01 0.116
H 3.008 1.646 -1.050 0.02 -0.05 -0.02 0.066
H -0.192 -5.193 1.034 0.00 0.02 -0.01 0.127
H 1.894 -5.984 -0.115 -0.01 0.01 0.00 0.122
H 3.440 -4.274 -1.085 -0.01 0.01 0.01 0.117
H 2.844 -1.879 -0.866 -0.03 -0.01 0.01 0.071
C -1.147 3.162 -2.075 0.04 -0.03 0.03 -0.064
O -1.580 2.216 -1.103 0.04 0.05 -0.07 -0.318
C -2.813 2.548 -0.454 0.05 0.13 -0.01 -0.162
C -3.758 1.386 -0.580 -0.03 -0.04 -0.01 -0.186
O -3.054 0.210 -0.215 -0.02 -0.13 -0.01 -0.298
C -3.948 -0.882 0.018 0.02 0.03 -0.02 -0.065
H -0.942 4.131 -1.612 0.00 -0.01 0.01 0.100
H -1.899 3.291 -2.859 0.00 -0.01 0.01 0.101
H -0.233 2.773 -2.523 -0.01 0.00 0.00 0.073
H -3.255 3.437 -0.908 0.01 0.00 -0.01 0.139
H -2.621 2.761 0.597 0.04 0.03 0.03 0.113
H -4.138 1.283 -1.606 0.00 -0.01 -0.01 0.136
H -4.613 1.542 0.084 -0.01 -0.01 0.01 0.142
H -4.596 -0.651 0.866 0.00 -0.01 0.00 0.103
H -3.352 -1.761 0.236 0.04 -0.02 0.01 0.068
H -4.553 -1.072 -0.874 0.00 0.00 0.00 0.102
C 1.567 -1.712 -4.046 -0.09 -0.02 -0.04 -0.244
P 1.909 -0.146 -3.150 0.21 -0.13 0.08 0.968
C 3.737 -0.085 -3.337 0.02 0.05 0.02 -0.397
C 4.555 -0.179 -2.213 -0.03 0.01 -0.03 -0.135
C 5.941 -0.178 -2.332 0.00 -0.01 0.01 -0.074
C 6.523 -0.074 -3.584 0.01 0.00 -0.01 -0.072
C 5.720 0.026 -4.715 -0.01 0.00 0.00 -0.065
C 4.341 0.018 -4.592 -0.01 0.02 0.00 -0.092
C 1.391 1.160 -4.320 -0.01 0.05 -0.02 -0.400
C 1.974 2.425 -4.197 -0.03 -0.01 0.01 -0.120
C 1.517 3.498 -4.947 0.00 -0.01 -0.01 -0.075
C 0.465 3.328 -5.838 0.01 0.00 0.01 -0.078
C -0.109 2.074 -5.986 0.01 -0.02 0.00 -0.075
C 0.352 0.999 -5.234 0.01 0.00 -0.03 -0.114
H 2.276 -1.879 -4.857 -0.01 0.04 -0.02 0.052
H 0.557 -1.723 -4.452 -0.01 -0.01 0.05 -0.016
H 1.633 -2.542 -3.340 0.05 0.01 0.00 0.031
H 4.114 -0.252 -1.225 0.01 0.02 0.00 0.074
H 6.560 -0.256 -1.448 -0.01 0.00 -0.01 0.108
H 7.601 -0.069 -3.683 -0.01 0.00 0.00 0.110
H 6.173 0.111 -5.695 -0.01 0.00 0.01 0.110
H 3.724 0.103 -5.480 0.01 0.00 0.01 0.113
H 2.805 2.568 -3.515 -0.01 0.00 0.00 0.095
H 1.989 4.467 -4.842 -0.01 -0.02 0.00 0.109
H 0.108 4.163 -6.426 0.01 -0.01 0.01 0.108
H -0.909 1.925 -6.701 0.01 0.00 0.01 0.109
H -0.095 0.023 -5.392 0.01 0.01 0.02 0.079
N -1.645 -0.222 -2.884 0.00 -0.12 -0.12 0.095
C -1.852 -1.579 -2.966 0.05 0.04 0.07 -0.704
N -1.815 -2.339 -1.924 0.00 -0.01 0.03 0.110
C -2.067 -3.663 -2.284 0.00 0.01 0.02 -0.296
C -2.194 -4.731 -1.399 0.00 0.00 0.02 -0.017
C -2.430 -5.995 -1.910 0.01 0.00 0.00 -0.070
C -2.546 -6.211 -3.285 0.00 0.02 0.00 -0.081
C -2.452 -5.156 -4.175 0.00 0.00 0.00 -0.086
C -2.223 -3.888 -3.657 0.00 0.01 -0.01 -0.463
S -2.145 -2.364 -4.502 0.00 0.00 0.00 1.084
H -2.096 0.200 -2.082 0.01 0.10 0.05 0.028
H -1.734 0.310 -3.736 -0.04 0.01 0.01 0.078
H -2.137 -4.557 -0.332 0.00 -0.01 -0.03 0.089
H -2.539 -6.831 -1.230 0.00 0.01 -0.01 0.108
H -2.731 -7.210 -3.658 0.00 0.01 0.00 0.108
H -2.569 -5.314 -5.239 0.00 0.00 0.02 0.111